1.
Formula: C8H16Br8
Source: the Open Molecules 2025 dataset
Level of theory: the ωB97M-V functional and the def2-TZVPD basis

Results
SMILES string: BrCCBr.BrCCBr.BrCCBr.BrCCBr
ΔE to the lowest compared entry with this formula, charge and spin (eV): 0.7208
Charge: 0
HOMO energy (eV): -9.87
LUMO level (Eh): 0.0113
Orbital gap (eV): 10.1782
Max |F| (eV Å⁻¹): 1.8
Multiplicity: 1

Geometry as XYZ:
```
32
Properties=species:S:1:pos:R:3:forces:R:3:mulliken_charge:R:1
Br -0.34641 -3.74384 0.80509 -0.1 0.1 -0.2 -0.108
C -1.21778 -3.17919 -0.83571 0.3 0.2 -0.1 -0.262
C -0.59854 -3.80440 -2.06524 -0.1 0.1 0.1 -0.722
Br 1.24911 -3.24050 -2.38025 0.1 -1.7 0.3 -0.123
H -1.16956 -2.09345 -0.90151 0.1 0.0 0.2 0.048
H -2.26623 -3.45174 -0.74319 0.0 -0.2 -0.1 0.390
H -1.16111 -3.47278 -2.93515 0.1 -0.1 -0.1 0.373
H -0.58411 -4.88660 -1.99889 0.0 0.0 -0.1 0.408
Br -2.01784 5.54405 -1.67551 0.1 -0.3 0.4 -0.122
C -1.57805 4.27027 -0.23786 -0.4 -0.2 -0.5 -0.471
C -2.63668 3.20569 -0.06414 -0.3 -0.1 -0.6 -0.625
Br -2.90493 2.14594 -1.71426 0.1 0.2 0.5 -0.128
H -1.49023 4.86536 0.66492 0.1 0.0 0.1 0.378
H -0.64272 3.79333 -0.51358 0.2 0.3 0.1 0.239
H -3.62262 3.60478 0.14932 0.1 0.1 0.1 0.393
H -2.34468 2.48614 0.69574 0.0 0.0 0.1 0.348
Br 1.62408 0.10362 -0.09830 -0.1 0.2 -0.4 -0.136
C 0.48934 0.61136 -1.63016 -0.1 -0.5 0.0 -0.452
C 0.86863 -0.21719 -2.83387 -0.2 0.7 0.1 0.280
Br -0.26708 0.29092 -4.34084 0.0 0.0 0.1 -0.178
H 0.57061 1.67800 -1.79940 0.1 0.1 0.1 0.428
H -0.51140 0.34655 -1.30889 -0.1 0.2 0.0 0.133
H 0.68308 -1.27133 -2.66381 0.0 1.0 -0.2 -0.512
H 1.89292 -0.04475 -3.14568 0.1 -0.1 0.0 0.459
Br 4.34518 0.50275 3.97423 -0.2 -0.4 0.2 -0.164
C 2.87771 -0.77533 4.27687 -0.4 0.3 -0.5 -0.568
C 1.65516 -0.13004 3.65555 -0.3 -0.3 0.4 -0.207
Br 0.10943 -1.35012 3.66884 0.3 0.1 0.2 -0.150
H 2.75069 -0.91233 5.34417 0.2 0.0 0.0 0.385
H 3.10059 -1.71927 3.78884 0.3 0.1 0.0 0.381
H 1.78108 0.11654 2.60958 0.1 0.1 0.1 -0.088
H 1.36240 0.72759 4.25306 -0.1 0.1 -0.2 0.372
```
Positions in Å, forces in eV/Å.

2.
Formula: C3H11N3O
Source: the Open Molecules 2025 dataset
Level of theory: the ωB97M-V functional and the def2-TZVPD basis

Results
SMILES string: C=CO.CNNN
ΔE to the lowest compared entry with this formula, charge and spin (eV): 3.5682
Charge: 0
HOMO energy (eV): -8.74
LUMO level (Eh): 0.0427
Orbital gap (eV): 9.9039
Max |F| (eV Å⁻¹): 2.4
Multiplicity: 1

Geometry as XYZ:
```
18
Properties=species:S:1:pos:R:3:forces:R:3:mulliken_charge:R:1
C -2.38643 0.88277 -0.21368 0.0 0.0 0.0 -0.884
N -0.88364 -0.79971 0.55672 0.1 0.3 0.0 -0.239
N -1.07730 0.27659 -0.42117 0.3 -0.9 -0.5 -0.351
N -0.24862 -1.86999 -0.12286 1.6 0.4 -0.1 -0.532
H -0.27196 -0.39705 1.27247 0.0 -0.2 -0.3 0.252
H 0.31820 1.29221 -0.15656 1.0 0.2 0.7 0.533
H -0.49765 -2.72626 0.36308 0.3 0.2 -0.2 0.250
H -1.06012 -0.26509 -1.30276 -0.1 0.6 0.5 0.282
H -2.55952 1.60317 -1.01159 0.0 0.1 0.1 0.330
H -2.37331 1.39824 0.74541 -0.1 0.1 0.0 0.298
H -3.19493 0.14672 -0.20842 0.1 0.0 0.0 0.330
C 2.35426 -0.23957 -0.26338 0.3 0.9 -0.3 -1.083
C 2.10965 0.81674 0.52891 0.0 -0.6 -0.2 0.014
O 1.10224 1.67840 0.40645 -1.1 0.0 -0.6 -0.569
H 2.73691 1.03524 1.39001 0.0 0.0 0.0 0.371
H 3.25078 -0.81294 -0.12287 0.1 -0.2 0.2 0.299
H 1.86292 -0.31708 -1.22770 -0.1 -0.1 0.1 0.453
H 0.81854 -1.70239 -0.21207 -2.3 -0.6 0.6 0.247
```
Positions in Å, forces in eV/Å.

| no. | energy (eV) |
| --- | --- |
| 1 | -568895.4655 |
| 2 | -9804.4330 |